No. 1
C4H6O3Pb as an isolated structure. Source: the OMol25 dataset; level of theory: ωB97M-V/def2-TZVPD.

Properties
Charge: -1
Spin multiplicity: 2
Expectation value of S²: 0.7535
Frontier orbital gap (spin up / spin down): 0.1836 / 0.1880 hartree
Energy above the lowest of the compared OMol25 structures with the same formula, charge and spin: 5.006 eV
HOMO energy (spin up / spin down): -1.873 / -2.011 eV

Geometry (Å):
H1 1.96162 -2.38478 -0.88124
C1 1.71388 -1.42024 -0.41134
C2 0.51770 -0.80359 -0.88462
H2 -0.42790 -1.20151 -0.49436
H3 1.20552 -1.12964 0.66855
O1 2.99265 -0.68947 -0.33709
O2 3.37498 -0.51114 1.05657
Pb1 3.33112 1.42374 0.49951
C3 -0.68487 -0.49218 -3.32491
C4 0.39063 -0.54097 -2.51570
O3 -0.64907 -0.27570 -4.70103
H4 -1.70370 -0.69218 -2.98314
H5 1.38945 -0.41359 -2.96178
H6 0.26305 -0.16196 -4.98578

Atoms 1-2, force components in eV/Å:
0.51 -0.15 0.72
-1.72 0.76 2.99

natural (NBO) population analysis, charges in e, atoms 1 to 2: 0.1556 -0.2222



No. 2
C4H6O3Pt as an isolated structure. Source: the OMol25 dataset; level of theory: ωB97M-V/def2-TZVPD.

Properties
Charge: +1
Spin multiplicity: 4
Expectation value of S²: 3.7614
Frontier orbital gap (spin up / spin down): 0.3027 / 0.2889 hartree
HOMO energy (spin up / spin down): -12.069 / -14.969 eV

Geometry (Å):
H1 -0.30411 -2.45021 1.47147
O1 0.21877 -0.18098 0.93899
C1 0.30410 0.26382 -0.31081
O2 0.12395 -0.43498 -1.30130
Pt1 -0.51627 -2.10279 -1.49818
O3 0.57924 1.52251 -0.31830
C2 1.35075 2.04968 -1.41171
H2 2.13221 1.33374 -1.68844
H3 0.69068 2.25086 -2.26233
H4 1.78943 2.97533 -1.03340
C3 -0.52118 -1.31603 1.14967
C4 -1.58955 -1.32965 1.96628
H5 -2.00823 -0.38373 2.31657
H6 -2.24978 -2.19754 1.98148

Atoms 1-2, force components in eV/Å:
1.91 1.87 -2.02
0.39 0.36 -0.52

natural (NBO) population analysis, charges in e, atoms 1 to 2: 0.3025 -0.4320



In hartree/bohr, the F_max values for the records above are, in order, 0.1183, 0.1541.